DFT (ωB97M-V/def2-TZVPD) results for a molecular structure, C48H67N5O5PSiSr in a non-equilibrium geometry.

As for the total charge: -1. The energy relative to the best compared isomer or geometry (same formula, charge and spin) is 101.6 kJ/mol. The value obtained for the gap between HOMO and LUMO is 3.97 eV. Its molecular weight is 940.8 g/mol. The HOMO energy is -0.0660 Eh.

```
128
Properties=species:S:1:pos:R:3:lowdin_charge:R:1
Sr -0.205 0.168 0.133 1.3974
O -3.918 -1.931 -0.152 0.0090
C -2.554 -1.635 -0.031 -0.5272
O -2.301 -0.493 0.575 -0.3799
C -1.645 -2.501 -0.531 -0.2403
C -2.032 -3.793 -1.102 -0.0534
C -1.119 -4.756 -1.331 -0.1208
C 0.294 -4.471 -1.088 -0.0749
C 0.618 -3.177 -0.772 -0.3273
N -0.213 -2.150 -0.509 -0.0748
C 2.080 -2.862 -0.877 -0.4708
O 2.998 -3.629 -0.694 0.0682
O 2.332 -1.585 -1.286 -0.0860
H -4.327 -1.058 -0.123 0.0833
H -3.085 -3.964 -1.300 0.0975
H -1.420 -5.720 -1.731 0.0780
H 1.076 -5.193 -1.273 0.0848
N 1.688 -0.340 1.902 -0.0659
C 2.131 0.520 3.006 -0.2551
C 2.875 1.771 2.545 -0.1873
C 2.089 2.807 1.743 -0.2511
N 1.608 2.311 0.444 -0.0181
H 1.038 -1.051 2.249 0.0232
H 2.471 -0.838 1.482 0.0656
H 2.760 -0.015 3.726 0.1089
H 1.243 0.836 3.557 0.0831
H 3.774 1.485 1.987 0.0906
H 3.234 2.279 3.445 0.1102
H 2.725 3.693 1.636 0.1058
H 1.221 3.117 2.321 0.0880
H 2.387 2.049 -0.151 0.0584
H 1.091 3.026 -0.061 0.0670
N -1.705 -0.365 4.266 -0.1237
P -1.697 0.914 3.098 1.0686
C -3.518 1.261 3.107 -0.3184
C -4.101 2.443 3.552 -0.1070
C -5.485 2.604 3.543 -0.0990
C -6.302 1.581 3.094 -0.0972
C -5.731 0.388 2.659 -0.0722
C -4.353 0.227 2.664 -0.0893
C -1.130 2.316 4.144 -0.3857
C -1.076 3.572 3.535 -0.1431
C -0.604 4.681 4.225 -0.0849
C -0.153 4.543 5.532 -0.0994
C -0.181 3.298 6.140 -0.0887
C -0.672 2.190 5.450 -0.0927
C -1.584 -1.718 3.881 -0.3848
C -2.433 -2.671 4.456 -0.0292
C -2.303 -3.986 4.055 -0.0802
C -1.348 -4.324 3.112 -0.0606
C -0.542 -3.308 2.620 -0.1048
N -0.641 -2.033 3.012 0.1103
H -2.433 -0.250 4.951 0.0873
H -3.487 3.259 3.912 0.0900
H -5.914 3.539 3.887 0.0991
H -7.380 1.708 3.079 0.0969
H -6.356 -0.422 2.298 0.1052
H -3.922 -0.692 2.289 0.0884
H -1.406 3.690 2.502 0.0885
H -0.577 5.648 3.735 0.1043
H 0.227 5.403 6.071 0.0968
H 0.181 3.178 7.156 0.0982
H -0.679 1.215 5.924 0.0929
H -3.192 -2.370 5.169 0.1049
H -2.962 -4.744 4.468 0.1036
H -1.229 -5.335 2.741 0.1041
H 0.223 -3.523 1.882 0.1045
C -1.531 4.239 -0.971 -0.0694
C -2.471 3.205 -0.339 -0.3732
C -3.515 3.915 0.515 -0.0866
C -3.058 2.273 -1.388 -0.1354
C -4.412 2.252 -1.671 -0.0659
C -4.932 1.373 -2.618 -0.1183
C -4.055 0.553 -3.303 -0.0764
C -2.673 0.552 -3.090 -0.1129
C -1.859 -0.379 -4.001 -0.3477
C -0.340 -0.415 -3.828 -0.0854
C -2.142 -0.026 -5.469 -0.0876
C -2.158 1.381 -2.058 -0.3249
O -0.913 1.343 -1.644 -0.3615
H -1.061 4.873 -0.203 0.0700
H -2.094 4.895 -1.644 0.0822
H -0.752 3.742 -1.551 0.0624
H -1.858 2.589 0.332 0.0950
H -4.068 4.652 -0.078 0.0824
H -3.039 4.460 1.340 0.0621
H -4.237 3.220 0.948 0.0654
H -5.089 2.911 -1.137 0.0920
H -5.998 1.327 -2.811 0.0821
H -4.456 -0.141 -4.036 0.1007
H -2.224 -1.397 -3.825 0.1369
H 0.086 0.588 -3.881 0.0741
H 0.083 -1.012 -4.647 0.0636
H -0.033 -0.868 -2.884 0.0583
H -1.810 1.000 -5.671 0.0855
H -3.202 -0.086 -5.725 0.0578
H -1.596 -0.700 -6.140 0.0686
C 3.050 0.410 -3.050 -0.1125
Si 3.644 -1.214 -2.336 0.6343
C 5.205 -0.858 -1.335 -0.5886
C 4.850 0.292 -0.380 -0.1058
C 5.715 -2.031 -0.485 -0.0821
C 6.327 -0.387 -2.272 -0.0945
C 3.896 -2.505 -3.702 -0.5769
C 4.414 -1.772 -4.954 -0.1024
C 2.568 -3.186 -4.081 -0.0645
C 4.920 -3.594 -3.340 -0.0919
H 2.697 0.312 -4.082 0.0331
H 3.824 1.189 -3.037 0.0351
H 2.190 0.766 -2.471 0.0339
H 4.021 0.022 0.283 0.0534
H 4.569 1.212 -0.907 0.0710
H 5.715 0.531 0.254 0.0881
H 4.916 -2.511 0.087 0.0700
H 6.475 -1.657 0.217 0.0806
H 6.185 -2.809 -1.094 0.0677
H 6.044 0.497 -2.857 0.0753
H 6.636 -1.168 -2.976 0.0612
H 7.212 -0.115 -1.680 0.0851
H 3.674 -1.085 -5.374 0.0697
H 4.643 -2.516 -5.728 0.0835
H 5.334 -1.200 -4.769 0.0678
H 1.774 -2.467 -4.313 0.0700
H 2.188 -3.850 -3.304 0.0724
H 2.735 -3.798 -4.979 0.0869
H 5.933 -3.192 -3.217 0.0617
H 4.960 -4.322 -4.163 0.0834
H 4.648 -4.127 -2.427 0.0722
```